No. 1
Here is the molecule C11H21N5O3 in a non-equilibrium geometry from the OMol25 dataset. Energies are from ωB97M-V with the def2-TZVPD basis set.

Structure (XYZ):
```
40
Properties=species:S:1:pos:R:3:lowdin_charge:R:1
N -1.693 0.036 -0.171 0.02
C 0.885 -0.561 -1.377 -0.17
H 2.800 2.155 -1.340 0.15
C -2.257 -2.581 1.827 -0.53
C 2.325 2.200 -3.352 -0.46
N 1.051 0.927 -1.331 0.04
C -0.892 -0.645 2.854 -0.19
H 2.465 -1.972 -1.516 0.11
C 2.078 -1.099 -2.035 -0.18
H 0.611 0.289 1.403 0.09
O 1.565 3.276 -3.290 0.14
C -1.152 1.289 0.041 -0.31
C -0.072 0.544 2.185 -0.19
N -2.161 -3.395 0.833 0.10
H -0.398 -2.090 1.344 0.17
H 0.466 1.018 3.029 0.12
N -3.187 -2.414 2.876 0.13
C 3.109 0.052 -2.033 -0.12
H -1.473 -0.876 0.456 0.09
O 0.325 3.031 -0.726 0.06
H 0.944 3.203 -2.548 0.08
H -1.932 2.047 -0.381 0.17
H -3.867 -3.080 2.562 0.07
H -3.008 -4.066 0.842 0.08
C -0.909 1.556 1.558 -0.20
H -2.397 -0.156 -0.821 0.06
C 2.343 1.415 -2.003 -0.11
H -0.026 -0.913 -1.886 0.13
C 0.173 1.844 -0.756 -0.38
H 3.942 -0.063 -2.801 0.14
H 3.674 -0.189 -1.171 0.09
H 1.919 -1.399 -3.102 0.13
H -0.142 -1.074 3.548 0.12
H 0.873 -1.010 -0.403 0.09
H -1.732 -0.310 3.352 0.09
H -1.828 1.612 2.258 0.13
O 2.977 1.866 -4.335 0.10
N -1.191 -1.611 1.897 -0.07
H -3.604 -1.504 2.774 0.09
H -0.603 2.648 1.738 0.13
```

Its LUMO energy is 0.46 eV. Its electronic energy is -931.18469 Ha. The spin multiplicity is 1. The calculation puts the energy above the lowest of the compared OMol25 structures with the same formula, charge and spin at 351.57 kJ/mol. For the HOMO-LUMO gap, the calculation gives 8.760 eV.

---

No. 2
Here is C4H8O3Pt as an isolated structure in a non-equilibrium geometry from the OMol25 dataset. Energies are from ωB97M-V with the def2-TZVPD basis set.

Structure (XYZ):
```
16
Properties=species:S:1:pos:R:3:lowdin_charge:R:1
H -0.098 4.378 0.194 0.13
Pt 0.404 0.347 2.596 1.59
H 0.423 0.246 -1.152 0.18
H 2.831 0.269 -1.945 0.13
H 0.013 3.373 2.380 0.17
H 1.914 1.646 -2.571 0.12
C 2.336 1.206 -1.655 0.00
C -0.386 2.780 1.545 -0.12
O -0.200 1.528 1.647 -0.32
H 0.420 2.228 -0.520 0.20
C 1.198 0.911 -0.746 -0.17
C -0.443 3.340 0.244 0.11
O 1.653 0.386 0.407 -0.05
H -1.366 3.139 -0.304 0.13
O 1.727 0.848 1.643 -0.22
H 3.039 1.904 -1.186 0.12
```

Its LUMO energy (alpha / beta) is -10.64 / -13.18 eV. Its charge is +2. Its electronic energy is -500.98910 Ha. The spin multiplicity is 3. The calculation puts the energy above the lowest of the compared OMol25 structures with the same formula, charge and spin at 795.70 kJ/mol. For the HOMO-LUMO gap (alpha / beta), the calculation gives 7.274 / 6.915 eV.